Entry 1:
14
Properties=species:S:1:pos:R:3:forces:R:3:mulliken_charge:R:1 method="wB97M-V/def2-TZVPD" smiles="SNC1=N[C@@H]2C[C@@H]2S1" orbital_gap_ev=9.32 total_energy_ev=-28894.3812 relative_energy_kcal_mol=42.19
C -0.803323 0.527900 0.041861 -1.708 -0.531 0.256 0.525
C 0.852111 -0.887041 -0.273271 0.702 -0.477 0.334 -0.150
C 1.878824 -0.619479 0.806326 0.847 -1.378 -0.461 -0.671
C 1.669272 0.402889 -0.247499 -0.803 0.131 -0.648 -0.076
H -3.313571 -0.602678 -0.968966 -0.065 -0.102 0.009 0.139
H -2.361085 1.944171 -0.245437 0.535 -0.007 -0.015 0.285
H 1.081130 -1.622887 -1.050654 0.033 0.245 0.404 0.351
H 1.517339 -0.445998 1.804624 -0.084 0.284 0.119 0.246
H 2.801851 -1.216298 0.752708 -0.470 0.332 0.092 0.250
H 2.270159 0.559728 -1.135433 0.480 0.168 0.531 0.394
N -2.105185 1.050388 0.142644 -0.349 -1.526 0.509 -0.367
N -0.542457 -0.729529 -0.030956 -0.276 1.629 -0.491 -0.517
S -3.455178 -0.054221 0.250330 0.958 0.837 -0.153 -0.136
S 0.510118 1.693059 0.153726 0.200 0.395 -0.486 -0.272

=====

Entry 2:
13
Properties=species:S:1:pos:R:3:forces:R:3:mulliken_charge:R:1 method="wB97M-V/def2-TZVPD" orbital_gap_ev="6.19 / 8.05" total_energy_ev=-30517.3560 spin_multiplicity=3 s_squared=2.016 relative_energy_kcal_mol=0.00
C -2.145542 0.920285 0.216042 0.777 -1.426 -0.927 -0.739
N 0.837054 -0.325492 2.175538 -1.812 -0.116 6.271 -0.414
P 0.626600 -1.940265 -0.781059 -0.532 1.401 -0.357 -0.079
P 1.643469 1.545716 -0.441764 2.130 0.161 2.623 -0.050
P 1.125395 -0.272771 0.720856 2.631 -0.856 -7.354 0.231
H -2.858506 0.114154 -0.178752 1.442 1.107 0.310 0.221
H -1.054481 0.883218 -0.121557 -1.820 -0.205 -0.353 -0.091
H -2.005400 0.779895 1.259777 -0.349 -0.109 1.120 0.287
H -2.547003 1.889718 0.032938 -0.316 0.707 -0.198 0.305
H 1.804886 -2.658382 -1.077945 0.559 0.378 0.388 0.090
H 0.299572 -2.804186 0.211752 -0.567 -0.892 0.963 0.079
H 1.233676 0.914885 -1.525659 -0.708 -1.172 -2.186 0.048
H 3.040277 0.953231 -0.490172 -1.437 1.022 -0.301 0.111

=====

Entry 3:
52
Properties=species:S:1:pos:R:3:forces:R:3:mulliken_charge:R:1 method="wB97M-V/def2-TZVPD" orbital_gap_ev=5.89 total_energy_ev=-130338.2237 total_charge=-1 relative_energy_kcal_mol=0.11
Tl 0.831953 -0.999768 1.517125 0.050 0.039 -0.169 0.858
C 2.071690 3.134474 -0.545807 -0.001 0.051 0.023 -1.708
C 2.065176 1.730959 -0.027238 0.032 -0.114 -0.001 0.454
N 1.521995 1.370689 1.069914 -0.024 0.102 0.022 0.698
N 0.924524 2.325005 1.841383 0.051 -0.125 -0.012 -1.286
C 0.603506 1.909917 3.036287 -0.033 -0.012 -0.058 0.418
N 0.049604 2.849217 3.857730 0.055 0.024 -0.029 -0.436
S 0.847829 0.341492 3.744846 -0.081 -0.052 0.057 -0.437
C 2.689836 0.653005 -0.842029 -0.010 0.077 0.073 0.842
C 3.039520 0.873634 -2.168845 0.007 -0.016 0.025 -0.585
C 3.577403 -0.172919 -2.899381 -0.006 -0.040 0.015 -0.595
C 3.756609 -1.397576 -2.283001 0.046 0.038 0.001 -0.661
C 3.388613 -1.524377 -0.951047 -0.025 -0.074 -0.031 -0.005
N 2.879766 -0.526049 -0.244514 -0.258 0.002 -0.093 -0.221
H 1.750080 3.818912 0.232291 0.006 -0.013 -0.001 0.428
H 1.380501 3.220170 -1.388819 -0.012 0.001 0.000 0.309
H 3.064486 3.413876 -0.900577 0.010 0.005 0.006 0.408
H -0.267037 3.693807 3.410081 -0.017 0.013 0.011 0.241
H -0.446100 2.521885 4.666530 -0.017 0.001 -0.023 0.220
H 2.866044 1.836181 -2.627794 0.009 -0.007 -0.008 0.362
H 3.837678 -0.034115 -3.941081 0.003 0.000 -0.002 0.402
H 4.162368 -2.247036 -2.814162 -0.005 0.000 -0.010 0.405
H 3.483297 -2.470561 -0.431555 -0.014 -0.002 0.028 0.319
S -0.218848 -6.709264 5.605653 0.005 0.068 -0.024 -0.309
C 0.126254 -5.595355 4.428130 0.026 -0.182 0.013 0.099
S -1.008150 -5.069397 3.250907 -0.030 0.059 -0.027 -0.082
C 0.038768 -4.002657 2.339605 0.298 0.044 0.128 0.017
C 1.320790 -3.920739 2.795824 -0.322 0.029 -0.122 0.264
S 2.543688 -2.851386 2.192161 0.164 0.056 0.045 -0.399
S 1.670300 -4.869945 4.222608 0.014 0.040 0.010 -0.118
S -0.643842 -3.039167 1.070943 -0.081 -0.067 0.047 -0.284
Cl -2.572921 0.058642 2.598876 -0.063 0.029 -0.038 -0.002
C -2.641656 -0.374169 4.306465 -0.048 -0.004 0.068 -0.340
Cl -2.293995 -2.085922 4.579790 0.034 0.006 -0.010 -0.112
H -3.640532 -0.175118 4.677256 0.012 0.030 -0.009 0.389
H -1.887498 0.203923 4.829427 0.017 -0.034 -0.032 0.085
O 0.230798 -1.108357 -1.539990 0.164 0.058 -0.017 -0.701
C -0.607674 -0.314318 -1.113414 -0.170 -0.158 -0.081 0.514
O -0.764863 0.053023 0.092753 0.210 0.056 0.251 -0.519
C -1.582739 0.305343 -2.101176 0.025 0.053 -0.042 0.067
C -1.574467 -0.121254 -3.424965 0.014 0.004 -0.005 -0.252
C -2.434363 0.443557 -4.350968 0.014 0.004 0.088 -0.560
C -3.287665 1.446328 -3.920911 -0.101 -0.004 -0.071 0.127
C -3.320205 1.893295 -2.611609 0.037 -0.060 0.007 -0.558
C -2.458972 1.306693 -1.698983 -0.024 0.026 0.019 -0.442
N -4.199636 2.063963 -4.899637 0.179 0.108 0.003 1.001
O -4.162095 1.659873 -6.046149 -0.070 -0.033 -0.016 -0.628
O -4.922541 2.963534 -4.515797 -0.070 -0.034 -0.008 -0.626
H -0.878226 -0.900069 -3.704479 0.000 -0.005 0.004 0.527
H -2.451877 0.126013 -5.382277 -0.008 0.011 -0.008 0.470
H -4.005965 2.676915 -2.327831 -0.007 0.000 -0.003 0.475
H -2.451206 1.615195 -0.662549 0.016 0.003 0.001 0.469

=====

Entry 4:
10
Properties=species:S:1:pos:R:3:forces:R:3:mulliken_charge:R:1 method="wB97M-V/def2-TZVPD" smiles="O=C([O-])[C@H](F)PO" orbital_gap_ev=8.16 total_energy_ev=-20272.2840 total_charge=-1 relative_energy_kcal_mol=68.80
C 1.398755 -0.496889 -0.268379 0.058 -0.799 2.861 0.406
C 0.445481 0.713369 -0.225190 0.923 0.705 2.472 0.232
O 0.891981 -1.370464 0.501526 -0.899 -0.885 -0.259 -0.639
O 2.469314 -0.633638 -0.822198 0.968 1.108 -1.564 -0.713
O -1.945178 -0.710313 -0.084673 0.059 -1.426 -0.251 -0.525
F 0.994973 2.000445 0.454895 -0.863 -2.378 -1.905 -0.366
P -0.907865 0.119808 0.934763 0.592 0.010 0.230 0.091
H 0.182012 0.805479 -1.234922 -0.741 1.539 -1.474 0.242
H -1.824337 -1.692219 -0.046948 0.271 1.411 0.138 0.325
H -1.705134 1.264420 0.791122 -0.369 0.715 -0.247 -0.054

=====

Entry 5:
14
Properties=species:S:1:pos:R:3:forces:R:3:mulliken_charge:R:1 method="wB97M-V/def2-TZVPD" smiles="[H]/N=C/SN(C)C" orbital_gap_ev=8.65 total_energy_ev=-17052.8972 relative_energy_kcal_mol=88.39
C -0.902975 0.644046 2.022377 4.279 -0.482 -3.265 -0.234
C 0.248620 -1.461521 -0.466651 -2.129 -0.942 -0.824 -0.758
C 0.918590 0.781462 -1.236167 -0.632 -2.630 -2.034 -0.765
N -1.562968 0.771463 1.019628 0.001 0.040 -2.448 -0.408
N 1.008793 -0.306817 -0.196555 1.377 2.859 -0.995 -0.011
S 1.199767 0.250057 1.325674 -1.722 0.008 2.355 -0.159
H -1.128560 0.628841 3.004962 -0.594 -0.153 3.468 0.486
H 0.349660 -1.792646 -1.539525 -0.009 0.618 0.872 0.277
H 0.603137 -2.362798 0.113845 -0.842 1.215 -0.107 0.218
H -0.836646 -1.037917 -0.319308 1.411 -2.093 -0.148 0.310
H 1.108469 1.738037 -0.831784 0.056 0.823 0.561 0.306
H 1.633809 0.595817 -2.104710 -0.541 0.049 1.223 0.272
H -0.096101 0.710810 -1.730535 0.809 0.441 0.695 0.276
H -2.543594 0.841165 0.938749 -1.462 0.248 0.648 0.189

=====

Entry 6:
27
Properties=species:S:1:pos:R:3:forces:R:3:mulliken_charge:R:1 method="wB97M-V/def2-TZVPD" orbital_gap_ev=3.91 total_energy_ev=-18150.9234 total_charge=+1 relative_energy_kcal_mol=72.95
C 0.659179 -1.437027 0.104310 2.109 3.260 2.643 -0.347
C 0.137520 -1.905924 1.343112 -0.836 -2.563 -0.444 0.502
C -0.655545 -3.135773 1.410592 -1.649 0.606 0.587 -1.259
C 1.577236 -0.206761 0.567877 -1.145 1.259 -1.173 -0.351
C -0.809122 3.611112 -1.890986 1.328 -1.305 -2.304 -1.021
C 0.613181 -1.264504 2.510696 1.287 1.491 1.518 -0.277
C 1.886463 -0.401611 2.055237 -0.232 -2.414 0.375 -0.732
C -1.043980 1.165515 -2.194656 0.472 -0.935 1.233 -0.809
N -1.572831 2.530212 -2.547252 -0.066 -1.259 1.230 -0.136
I -2.422927 -0.320750 -2.878929 0.194 0.226 -0.088 -0.155
H -0.022677 -1.168603 -0.635154 -1.322 -0.044 -1.653 0.123
H -1.049065 -3.451035 0.435487 0.017 0.171 0.370 0.369
H -0.035182 -3.949020 1.810662 -0.020 0.192 0.180 0.367
H -1.490808 -2.926049 2.171250 1.002 -0.686 -1.002 0.369
H 0.970578 0.769492 0.508293 0.846 -1.475 -0.385 0.084
H 2.380248 -0.194016 -0.191494 0.013 0.526 0.908 0.447
H 1.382830 -2.174130 -0.148700 0.405 -1.344 -0.811 0.340
H -1.156847 4.496412 -2.269024 -1.566 2.522 -0.112 0.433
H -0.706525 3.498411 -0.865627 -0.318 -0.247 1.771 0.349
H 0.165655 3.633896 -2.345788 0.761 -0.596 0.058 0.379
H 1.022941 -1.999272 3.240354 -1.251 0.335 0.048 0.296
H -0.305623 -0.653331 2.918397 1.632 -0.966 -0.437 0.361
H 1.910512 0.468235 2.681977 0.313 0.651 -0.150 0.329
H 2.801941 -1.056035 2.324234 -1.323 1.136 -0.734 0.333
H -0.022424 0.854221 -2.496960 -0.806 1.049 -0.699 0.285
H -1.723927 2.748609 -3.529489 0.013 0.070 -0.413 0.332
H -2.490800 2.467725 -2.088420 0.142 0.342 -0.515 0.389

=====

Entry 7:
8
Properties=species:S:1:pos:R:3:forces:R:3:mulliken_charge:R:1 method="wB97M-V/def2-TZVPD" orbital_gap_ev=9.07 total_energy_ev=-6692.2396 relative_energy_kcal_mol=98.06
O -0.731992 -0.905406 -0.871670 0.040 0.040 -0.070 -0.367
C 0.340552 -0.882337 0.031875 0.202 -0.226 0.197 -0.267
C 0.795002 0.420988 0.084701 0.427 -0.079 0.272 -0.043
N 0.088687 1.310879 -0.775688 -0.172 -0.168 -0.036 -0.660
C -0.812189 0.423974 -0.373003 -0.533 0.378 -0.017 0.387
H 0.511870 -1.727649 0.686564 0.021 0.150 -0.103 0.312
H 1.439832 0.803015 0.873095 -0.086 -0.090 -0.121 0.296
H -1.631762 0.556537 0.344125 0.101 -0.005 -0.121 0.342

=====

Entry 8:
16
Properties=species:S:1:pos:R:3:forces:R:3:mulliken_charge:R:1 method="wB97M-V/def2-TZVPD" smiles=CC.CC orbital_gap_ev=12.73 total_energy_ev=-4342.2008 relative_energy_kcal_mol=7.55
C -1.511814 1.055514 1.460706 -0.429 0.853 0.681 -0.934
C -1.834527 -0.037001 0.456887 0.031 -0.333 -0.452 -0.658
H -0.474189 1.050961 1.798011 0.108 -0.216 -0.322 0.267
H -1.694751 2.076745 1.124534 -0.105 -0.063 -0.316 0.270
H -2.081664 0.986308 2.392239 -0.123 -0.289 -0.130 0.328
H -1.096604 -0.814547 0.639265 -0.227 -0.356 -0.425 0.093
H -1.811489 0.262746 -0.594043 0.742 0.304 0.098 0.248
H -2.831738 -0.484073 0.458502 -0.033 0.118 0.881 0.383
C 1.476372 -1.148209 -0.597703 0.763 -0.102 -0.925 -0.851
C 1.818779 0.154442 -1.350965 -0.040 -0.407 1.676 -0.815
H 2.210709 -1.896448 -0.906476 0.034 -0.115 0.166 0.354
H 1.560221 -1.060977 0.482913 -0.344 0.093 0.037 0.269
H 0.520079 -1.543817 -0.933394 -0.192 0.091 0.365 0.224
H 2.758143 0.547682 -0.960503 0.250 -0.121 -0.334 0.283
H 1.099322 0.918637 -1.067133 -0.315 0.116 -0.623 0.244
H 1.893151 -0.067964 -2.402839 -0.121 0.426 -0.374 0.294

=====

Entry 9:
30
Properties=species:S:1:pos:R:3:forces:R:3:mulliken_charge:R:1 method="wB97M-V/def2-TZVPD" smiles="N[P@](O)(=[NH+]C1=NOOC1)OC1CCCC1" orbital_gap_ev=9.32 total_energy_ev=-29440.3460 total_charge=+1 relative_energy_kcal_mol=85.72
C 3.096386 0.373571 -0.070727 -1.505 -2.471 0.230 0.141
C 4.543921 0.130309 -0.318159 -0.077 -0.646 1.990 -0.259
C -2.714003 -1.061126 0.675271 1.348 -2.018 0.768 -0.729
C -1.827656 -2.242472 0.112590 -1.119 -2.171 1.601 -0.649
C -2.196132 0.180322 -0.018536 1.307 -0.392 1.241 -0.445
C -0.561244 -1.669464 -0.406078 1.348 0.333 -0.603 -0.355
C -1.043115 -0.331703 -0.906223 -0.106 0.835 -2.721 0.332
N 2.466780 -0.684387 0.343648 1.578 1.346 -0.485 -0.057
N 0.125313 3.149693 -0.053491 3.207 -1.954 -0.557 -0.501
N 2.382934 1.519737 -0.328815 -3.470 -1.728 -0.044 -0.205
O 0.582823 1.075547 1.899351 1.469 1.004 -4.322 -0.568
O 4.542906 -1.304031 -0.240827 1.729 0.583 -1.847 -0.207
O 3.379592 -1.708835 0.407087 -1.699 -0.145 0.867 -0.151
O 0.064079 0.671707 -0.925802 -0.227 -0.196 -0.547 -0.194
P 0.736121 1.613693 -0.005511 1.658 -0.470 5.796 0.763
H 4.929234 0.541218 -1.250453 0.149 -0.370 0.045 0.308
H 5.083911 0.431403 0.605272 0.208 0.674 -0.770 0.245
H -3.745046 -1.327366 0.486985 -0.267 0.419 0.145 0.304
H -2.507859 -1.016256 1.765066 -0.493 0.057 -0.631 0.272
H -1.563758 -2.957640 0.974748 -0.721 0.734 -1.474 0.324
H -2.350548 -2.823812 -0.706423 0.399 0.641 1.062 0.312
H -3.042198 0.584863 -0.496577 -0.434 1.263 -0.991 0.323
H -1.754124 0.844907 0.792623 -0.661 -0.404 -1.149 0.074
H 0.227051 -1.519494 0.379713 -0.813 -0.236 -0.741 0.131
H -0.162634 -2.277330 -1.262925 -0.012 0.605 1.003 0.366
H -1.157111 -0.332750 -2.073099 -0.715 -0.224 2.310 0.261
H 1.491065 0.734975 2.166950 -1.501 0.345 -0.625 0.332
H -0.830577 3.020895 -0.070739 -2.809 0.477 -0.090 0.311
H 0.483766 3.805907 0.614717 -0.088 0.319 0.401 0.283
H 2.836634 2.333992 -0.248733 2.320 3.791 0.136 0.243

=====

Entry 10:
13
Properties=species:S:1:pos:R:3:forces:R:3:mulliken_charge:R:1 method="wB97M-V/def2-TZVPD" orbital_gap_ev="6.64 / 7.09" total_energy_ev=-16214.8622 relative_energy_kcal_mol=74.32
C 0.030969 -1.584862 -0.033704 1.960 1.322 -0.445 -0.296
C 1.513688 -0.964354 -0.093926 -4.448 -1.967 0.534 0.205
C -1.247533 -0.780112 0.060019 2.793 1.381 0.195 -0.615
C -0.886510 0.701090 0.121388 1.476 2.839 -1.130 -0.677
O 2.489290 -1.667395 -0.116207 1.491 -0.003 -0.357 -0.614
O 1.794719 2.202020 0.135209 1.150 3.444 -0.219 -0.585
Si 1.062644 0.835690 0.119810 -3.568 -3.668 0.306 0.574
H -0.237343 -2.639629 -0.357037 1.353 1.092 0.576 0.297
H -1.701394 -0.936551 -0.853974 -1.659 -0.424 -1.834 0.284
H -1.864255 -1.099672 0.855705 -0.782 -0.302 0.922 0.344
H -1.161169 1.404338 -0.753105 0.144 -1.696 0.369 0.296
H -1.314505 1.382152 0.849613 -0.137 -0.580 0.977 0.407
H 1.521399 3.147285 0.066208 0.226 -1.438 0.105 0.379